No. 1
179
Properties=species:S:1:pos:R:3 method="wB97M-V/def2-TZVPD" charge=0 energy_ha=-3044.6481 lumo_ev=0.35 smiles=COC[C@H](C)N.COC[C@H](C)N.COC[C@H](C)N.COC[C@H](C)N.COC[C@H](C)N.COC[C@H](C)N.COC[C@H](C)N.COC[C@H](C)N.COC[C@H](C)N.COC[C@H](C)N.CCO homo_energy_ha=-0.310 relative_energy_kj_mol=489.67
N -1.33 -0.60 -0.32
C 0.67 2.02 4.84
H -3.48 -3.09 -3.99
H -1.73 -1.50 -0.10
O 0.06 -2.73 1.35
N 2.10 -4.53 9.73
O -5.53 -1.80 2.93
H 0.74 -0.59 -7.75
H -0.99 4.94 -4.40
H -2.76 -3.79 0.07
C -3.59 1.73 3.00
H -5.47 1.59 1.83
H -0.81 2.03 1.26
N -5.91 2.18 3.78
H 0.20 2.18 -3.80
O -3.33 -4.35 -2.31
O 6.62 4.08 -3.12
H -0.75 -3.95 -3.71
H -3.91 -0.05 -0.24
H -4.25 1.23 -4.43
H -0.83 8.01 -2.16
H -4.83 -2.60 0.54
H -0.37 -5.10 -0.93
H -4.83 4.29 3.15
H 7.62 5.80 -2.81
H -6.22 2.48 -1.12
H 2.30 0.90 1.43
H -2.36 0.81 -2.33
C 3.38 3.40 -1.29
H -4.06 -0.92 1.90
H -3.69 0.80 3.56
H -3.89 -4.50 2.68
C 3.19 -1.19 -6.59
H 3.06 -0.22 3.40
H 5.59 5.25 -1.81
C -5.02 2.21 2.61
H 2.88 4.03 -2.03
O -2.95 2.48 -3.29
H -5.38 2.44 4.60
H 1.74 -3.73 2.12
H 2.66 2.67 3.25
H 1.49 -2.01 -5.52
H 2.33 -0.23 6.69
H 3.29 3.95 -0.35
H 0.48 0.81 -1.65
C 3.44 -3.99 -1.23
H -2.70 -2.35 -2.61
C 5.10 0.66 3.27
H 4.93 2.35 -2.42
H -2.63 -5.30 -4.16
H 2.09 -1.35 -3.32
H -5.01 3.57 -0.93
C 1.45 -0.85 6.52
H -1.39 2.87 2.62
H 0.86 1.13 -0.03
H 2.48 -1.84 8.96
H 2.68 -2.88 7.58
H 0.95 -5.81 -3.49
H 4.19 -0.99 -6.20
H 1.25 2.51 5.63
H 1.72 -1.52 1.04
H 3.05 -3.11 -3.87
H 0.85 6.10 -2.32
H -1.97 -3.08 1.20
H -5.56 3.12 -2.53
H -0.29 2.99 -5.21
H -7.60 -1.43 2.54
H 1.74 -1.49 5.69
C 4.81 3.19 -1.74
C -6.64 -1.53 2.04
H -2.51 -6.19 -2.65
H 1.24 6.44 -4.70
H -4.15 -5.10 1.02
C 0.56 2.92 -4.52
O 0.96 -1.64 7.65
H 0.31 -0.74 1.66
H 1.90 0.04 -4.17
H -1.55 6.61 -1.60
H -6.67 -2.32 1.29
H 6.54 2.96 -0.72
N 3.20 -2.99 -4.86
C -0.12 -6.01 -3.56
H 8.08 4.99 -4.39
H 3.75 1.65 1.14
C 2.59 -0.81 -4.13
C -3.28 1.71 -4.43
O 1.60 1.16 4.17
C -4.19 -1.90 2.36
H -3.54 -1.92 3.23
O -2.74 1.58 1.91
H 2.95 2.41 -1.14
H -3.28 2.37 3.82
C 0.30 -2.92 10.24
O 2.66 -3.49 -2.24
C 1.24 0.20 -7.18
C -0.32 4.79 -3.55
C 2.80 1.75 3.82
H -0.38 -3.69 10.61
H 1.96 -0.08 -0.87
H 3.42 2.06 4.66
C 3.57 0.68 3.05
C 0.64 -1.47 0.91
H -3.13 2.36 -5.30
H 0.66 -0.16 6.23
H -0.82 1.15 2.74
H -0.22 -6.87 -2.89
C -1.40 1.88 2.17
C 2.90 -5.24 -0.72
H -0.35 -6.30 -4.59
H -2.28 2.19 -1.42
H 2.85 -4.07 10.22
C 7.29 5.23 -3.68
H -1.64 -0.07 0.49
N 0.61 7.00 -4.15
H -1.82 6.96 -3.26
H 0.94 -2.52 11.03
H -0.34 -2.12 9.89
C 2.53 -1.78 -5.32
H 3.53 -6.02 -1.16
H 5.38 0.31 4.27
H 5.48 1.68 3.24
C -5.25 2.72 -1.57
H -6.20 1.25 4.05
C -2.96 1.69 -2.10
H -5.45 -4.24 1.74
H -4.41 -2.56 -2.69
C 5.41 4.43 -2.50
H -2.49 0.98 -4.61
C 1.94 -2.49 8.27
H -0.86 -3.58 -1.44
H -4.27 3.82 1.43
H 4.20 -2.90 -4.97
H 0.10 -4.12 2.65
H -4.07 1.51 0.41
H 0.36 2.82 4.17
H 5.55 0.06 2.49
H 5.42 1.89 -0.28
O 0.87 4.13 -3.96
H -5.95 4.00 2.01
C -1.05 6.99 -2.49
H 1.84 -3.98 -2.30
N -2.74 -2.91 0.57
H -6.48 -0.60 1.48
N 5.55 2.85 -0.56
H 1.40 2.55 -5.11
H 0.67 0.26 -6.25
C -4.39 1.38 -1.67
H 0.29 -1.67 -1.16
H 1.86 -5.47 -0.94
N -0.41 -4.45 -1.70
H 0.58 -4.07 8.43
N -4.38 0.84 -0.29
C -4.94 3.66 2.27
N 3.29 0.89 1.61
H 2.52 -4.95 8.90
C 0.79 -3.31 2.44
H -0.20 1.43 5.13
C -4.04 -2.92 1.23
C 0.96 0.36 -0.79
H 4.74 4.70 -3.31
C -4.36 -4.29 1.71
H 1.08 1.10 -7.77
C -2.42 -5.20 -3.09
H 3.59 -0.57 -3.78
C 0.14 -0.89 -0.41
H -0.86 4.32 -2.73
C -0.92 -4.78 -3.03
H 4.50 -4.15 -1.42
H 6.59 5.92 -4.15
H 0.75 -2.62 3.28
H 3.21 -1.97 -7.35
H 2.99 -5.12 0.36
H 1.31 7.65 -3.81
H -4.90 0.72 -2.36
C 1.19 -3.48 9.11
C 0.08 6.22 -3.08
H 3.41 -3.26 -0.42
C -3.47 -3.07 -2.90
O 2.65 -0.03 -7.11

---

No. 2
183
Properties=species:S:1:pos:R:3 method="wB97M-V/def2-TZVPD" charge=0 energy_ha=-4260.3220 lumo_ev=0.41 homo_energy_ha=-0.304
H -3.15 -2.99 4.50
O 7.29 -1.04 -2.42
O 5.11 -4.45 -0.08
H -1.96 2.34 4.11
H -7.93 2.28 -4.00
H 2.16 0.62 -5.18
H -2.55 7.11 -1.46
O -1.28 -3.70 -2.12
C 2.97 -5.04 0.96
H 3.52 -0.59 -3.41
C -2.93 6.81 -2.44
H 5.27 -0.20 -3.76
H 2.30 -2.78 -2.98
H 4.58 0.56 -2.40
H 1.38 1.98 5.69
C -5.13 1.03 -0.81
H 0.97 -5.81 1.47
H -2.85 -1.45 3.64
H -0.37 2.37 0.63
H 3.81 -3.48 2.18
H 5.75 2.92 4.72
C 1.11 1.13 5.05
H 2.12 3.63 -0.60
H 4.01 -2.77 -6.75
H -4.78 4.59 4.42
H -1.00 -0.05 -7.75
N 0.02 0.03 -7.62
C 6.33 -1.14 -1.44
H 0.82 -4.33 7.01
C -2.99 -5.77 -1.79
H -2.42 7.57 -4.23
H 2.53 -3.04 1.22
C 8.64 -0.86 -2.06
H -4.42 2.32 3.77
H 3.38 -4.20 -0.93
H -3.82 -6.27 -2.31
H 8.91 -1.53 -1.26
H -3.53 4.47 5.46
H -8.70 1.42 -2.63
H 4.96 -2.43 -2.57
N -5.22 1.01 0.68
N 0.53 -1.84 -0.22
H 1.10 3.89 -5.30
H -0.36 -1.69 4.29
O -0.51 -2.91 6.52
O 3.57 2.82 4.62
C -7.90 2.12 -2.93
H -0.78 -0.48 1.68
O 0.23 2.16 -4.57
C 3.49 1.47 4.28
H -2.44 5.32 -3.85
S 4.14 2.31 0.25
H -2.70 0.92 4.86
H 6.25 -0.20 -0.91
N -2.41 7.85 -3.27
H 1.18 -4.09 -3.44
H -6.63 2.54 -0.78
H -2.28 2.70 -1.51
C -0.02 -0.50 -0.39
H 6.62 -1.89 -0.68
H -3.30 -5.36 -0.86
C -0.56 -3.55 5.24
H 4.74 4.07 5.68
H -4.00 -0.77 -1.26
C -4.42 6.56 -2.48
H 2.02 1.87 -0.71
H -4.26 1.64 -1.09
H -0.06 -0.38 -5.58
H 4.98 2.41 6.10
O -2.57 4.56 -1.94
H -0.87 1.75 2.16
H -4.58 2.39 6.75
H -4.73 6.15 -3.41
H -2.26 -6.54 -1.65
H -6.16 -0.73 6.28
H 0.34 0.77 -8.25
C -0.44 -0.22 -1.83
H 4.21 4.66 0.79
H 3.77 3.61 2.22
H -7.22 0.83 -0.86
O -5.28 0.82 5.55
H 1.72 -6.38 -0.02
H -5.34 2.03 0.96
C 4.48 -0.35 -3.03
C -1.27 2.00 1.17
N 3.97 -1.58 -1.00
C -0.05 -3.85 7.46
H 0.39 -0.50 -2.48
H -5.33 -0.32 -2.44
C 4.81 3.09 5.28
C 0.59 3.52 -4.43
N 2.97 -3.78 1.75
C 2.01 1.25 3.84
C -5.03 2.15 5.80
H -6.90 0.70 6.92
C 0.33 0.38 -6.26
H -0.23 4.16 -4.18
C 2.35 2.69 -0.07
C -4.07 2.65 4.73
H 4.43 -3.75 -5.39
H -0.77 3.69 -1.87
C -1.13 -0.38 0.64
H -4.29 0.76 1.04
H 2.16 -0.37 -6.74
H 9.19 -0.93 -2.98
C -5.01 -0.38 -1.42
H -2.85 8.75 -3.19
C 4.44 3.74 1.33
H -5.22 0.17 7.51
H 2.54 0.08 2.22
H 1.83 -0.78 3.53
H 6.95 -4.91 0.40
C -2.48 -2.13 4.40
H 0.97 -4.73 0.10
H -1.85 3.05 -3.18
C 1.56 -5.51 0.60
C -2.19 5.59 -2.80
C -1.06 -2.61 4.18
H 0.08 -3.64 2.71
C -1.84 3.44 -2.15
H -0.76 0.80 -2.00
H 2.19 1.42 -6.64
H 3.59 -0.71 -0.64
C 3.84 -2.87 -5.69
H 4.00 -1.89 -5.27
H 4.18 1.24 3.47
H -4.72 -4.08 -3.28
H 8.84 0.16 -1.70
O -6.58 1.70 -2.63
O -1.85 0.85 0.54
C -0.33 1.74 -5.79
C -5.92 0.24 6.65
H -2.03 2.77 1.05
S -2.38 -4.32 -2.87
H 4.22 -2.19 -0.25
H 0.06 1.07 4.77
H 1.27 3.43 -3.59
N -0.88 -3.39 2.91
H -1.14 -4.47 5.33
H -1.33 -0.79 -2.18
H 0.07 -3.28 8.40
H 1.73 2.18 3.30
H 5.71 -5.92 1.27
H -5.59 -1.08 -0.84
C 4.93 -1.45 -2.05
C 3.81 -4.97 -0.31
H -1.39 1.60 -5.62
H 3.90 -5.94 -0.81
H -4.77 5.92 -1.64
C -2.66 2.00 4.91
H -0.14 -2.51 -0.64
H 5.46 3.67 1.74
C 1.79 0.52 -6.21
H 6.14 -6.15 -0.48
H -5.95 2.72 5.77
C -6.47 1.53 -1.24
H -0.08 2.42 -6.63
H 1.43 -1.96 -0.64
H -2.21 2.15 5.86
H 1.42 0.20 5.54
H -4.97 7.49 -2.43
O 1.67 -4.42 -6.14
C -4.01 -3.45 -2.74
S 2.07 -3.21 -5.38
N 1.88 0.04 3.00
H 3.02 -4.34 -3.46
H -3.96 -2.43 -3.08
H -1.16 5.89 -2.67
H 1.77 2.72 0.87
C 2.17 -3.67 -3.59
H -2.54 -1.49 5.30
H 0.76 0.18 -0.09
O 4.30 1.11 1.06
N -3.91 4.11 4.59
H 3.36 -5.88 1.52
H -4.27 -3.42 -1.67
H -1.86 -1.19 0.43
H 0.47 -3.87 4.93
H -1.14 -2.83 2.09
H -8.16 3.09 -2.48
C 6.02 -5.42 0.32
H -0.82 -4.60 7.62
H 3.66 0.83 5.13